(1)
Below is C61H77FN10O5SeW as an isolated structure, with properties calculated with ωB97M-V/def2-TZVPD.

- F_max: 3.77 eV/Å
- Highest occupied orbital energy (spin up / spin down): -6.0 / -6.0 eV
- DFT total energy: -5862.49102 Ha
- Spin multiplicity: 3

```
156
Properties=species:S:1:pos:R:3:mulliken_charge:R:1
W -0.490 0.349 0.220 2.763
C -1.744 -2.400 -4.804 -1.216
N -1.684 -1.587 -3.600 0.639
C -2.361 -0.321 -3.782 -0.331
C -0.728 -1.720 -2.645 -2.035
N -0.092 -0.634 -2.088 1.136
C 0.510 0.044 -3.192 -0.241
C 0.832 -0.717 -4.317 0.264
C 1.242 -0.153 -5.526 -1.564
C 1.470 1.189 -5.599 -1.628
C 1.379 1.971 -4.429 1.052
C 1.843 3.300 -4.474 -1.172
C 1.823 4.068 -3.346 -1.215
C 1.181 3.584 -2.207 0.934
C 0.608 2.328 -2.151 -1.444
N -0.344 2.123 -1.100 1.302
C -1.142 3.227 -1.051 -2.431
N -1.644 3.840 -2.149 0.848
C -1.562 5.283 -2.295 -1.072
C -1.742 3.179 -3.433 -1.044
N -1.393 3.816 0.139 1.805
C -2.615 4.580 0.354 -1.227
C -0.232 4.422 0.791 -1.867
C 0.820 1.427 -3.224 1.645
N -0.298 -2.966 -2.389 1.523
C 1.088 -3.207 -2.015 -1.291
C -1.020 -4.178 -2.731 -1.565
H -1.611 -1.745 -5.668 0.423
H -2.715 -2.891 -4.892 0.317
H -0.958 -3.146 -4.832 0.478
H -1.926 0.227 -4.627 0.459
H -2.265 0.263 -2.880 -0.832
H -3.419 -0.506 -3.978 0.619
H 0.751 -1.794 -4.273 0.265
H 1.403 -0.793 -6.385 0.473
H 1.798 1.652 -6.520 0.440
H 2.255 3.673 -5.403 0.429
H 2.249 5.061 -3.343 0.476
H 1.091 4.227 -1.343 -0.020
H -1.300 5.768 -1.362 0.413
H -2.519 5.675 -2.645 0.316
H -0.794 5.524 -3.035 0.354
H -1.748 2.106 -3.304 -0.086
H -0.904 3.444 -4.082 0.361
H -2.667 3.501 -3.918 0.516
H -3.391 4.259 -0.333 0.392
H -2.454 5.657 0.239 0.539
H -2.927 4.389 1.378 0.102
H 0.603 3.730 0.754 0.464
H -0.478 4.631 1.826 0.455
H 0.040 5.361 0.290 0.496
H 1.140 -3.739 -1.066 0.368
H 1.564 -3.823 -2.784 0.443
H 1.619 -2.265 -1.940 0.021
H -2.071 -3.972 -2.900 0.448
H -0.588 -4.661 -3.613 0.403
H -0.933 -4.878 -1.902 0.414
C 3.408 4.393 2.277 -2.093
C 3.728 2.992 1.718 2.816
C 4.932 2.461 2.514 -1.647
C 4.074 2.955 0.239 0.770
C 4.822 4.006 -0.283 -0.299
C 5.379 3.932 -1.545 -1.523
C 5.303 2.737 -2.235 -0.705
C 4.590 1.646 -1.749 1.060
C 4.847 0.326 -2.476 1.920
C 4.510 0.308 -3.964 -1.510
C 6.344 -0.020 -2.340 -1.984
C 3.831 1.803 -0.545 -1.349
N 2.897 0.808 -0.123 0.884
C 3.477 -0.369 0.168 -0.641
C 4.854 -0.573 0.465 -0.303
C 5.398 -1.832 0.581 -1.513
C 4.617 -2.973 0.438 -1.416
C 3.246 -2.822 0.280 -0.068
C 2.733 -1.556 0.206 0.322
F 1.338 -1.395 0.141 1.595
H 2.691 4.310 3.095 0.377
H 2.996 5.064 1.525 0.406
H 4.308 4.864 2.675 0.501
H 2.885 2.328 1.892 -1.513
H 5.814 3.070 2.300 0.350
H 5.162 1.428 2.267 0.264
H 4.724 2.516 3.584 0.482
H 5.002 4.885 0.325 0.409
H 5.938 4.766 -1.953 0.396
H 5.842 2.639 -3.171 0.278
H 4.262 -0.468 -2.027 -0.682
H 4.940 1.162 -4.492 0.188
H 3.440 0.308 -4.111 0.545
H 4.913 -0.604 -4.411 0.554
H 6.926 0.568 -3.053 0.466
H 6.506 -1.077 -2.556 0.450
H 6.726 0.186 -1.344 0.311
H 5.482 0.300 0.561 0.830
H 6.457 -1.936 0.784 0.424
H 5.056 -3.959 0.484 0.383
H 2.597 -3.687 0.254 0.392
C -5.817 3.178 -0.365 -0.775
C -5.235 2.909 -1.594 -1.100
C -4.147 2.055 -1.686 0.066
C -3.591 1.484 -0.547 0.369
C -4.216 1.714 0.679 -0.398
C -5.310 2.558 0.768 -1.203
N -2.514 0.518 -0.654 2.015
N -3.163 -0.653 -0.731 -1.577
C -2.539 -1.752 -0.334 0.300
C -3.278 -2.963 -0.385 -0.951
C -2.746 -4.109 0.122 -0.994
C -1.465 -4.045 0.698 -1.019
C -0.803 -2.846 0.721 -0.410
N -1.272 -1.702 0.191 0.980
H -6.664 3.847 -0.293 0.397
H -5.641 3.351 -2.496 0.438
H -3.753 1.817 -2.662 0.293
H -3.851 1.225 1.566 0.722
H -5.774 2.721 1.731 0.497
H -4.273 -2.906 -0.801 0.550
H -3.291 -5.044 0.100 0.329
H -1.010 -4.916 1.146 0.329
H 0.143 -2.779 1.235 -0.217
C -3.556 -0.149 4.465 -1.288
C -2.958 -1.536 4.186 0.477
C -3.236 -1.952 2.759 -1.540
C -1.507 -1.589 4.676 0.454
C -1.488 -1.819 6.051 -0.842
C -0.350 -1.813 6.818 -1.366
C 0.847 -1.618 6.159 -0.721
C 0.914 -1.421 4.792 0.296
C 2.327 -1.353 4.267 0.022
C 2.629 -0.101 3.463 -0.996
C 2.628 -2.646 3.512 -1.380
C -0.272 -1.346 3.965 -0.898
O -0.209 -1.064 2.656 2.410
H -4.601 -0.117 4.142 0.409
H -3.007 0.632 3.942 0.031
H -3.511 0.081 5.529 0.462
H -3.503 -2.247 4.816 0.764
H -2.798 -1.243 2.075 -0.126
H -4.316 -1.976 2.581 0.567
H -2.834 -2.943 2.570 0.353
H -2.436 -1.994 6.552 0.390
H -0.392 -1.960 7.889 0.362
H 1.769 -1.620 6.730 0.350
H 2.994 -1.328 5.135 0.817
H 2.051 -0.078 2.551 -0.674
H 3.689 -0.067 3.212 0.752
H 2.370 0.781 4.052 0.664
H 1.943 -2.751 2.671 -0.065
H 2.486 -3.503 4.174 0.521
H 3.654 -2.652 3.144 0.413
O -1.814 0.595 1.671 -0.076
Se -0.911 1.636 2.636 1.075
O -0.418 1.330 4.099 -0.718
O 0.317 1.596 1.467 -1.528
O -1.738 2.989 2.681 -0.647
```

---

(2)
Below is a 14-piece molecular cluster, C61H96NO40 overall, with properties calculated with ωB97M-V/def2-TZVPD.

- Net charge: -1
- Energy above the lowest of the compared OMol25 structures with the same formula, charge and spin: 413.6 kJ/mol
- F_max: 5.97 eV/Å
- Highest occupied orbital energy: -4.7 eV
- DFT total energy: -5446.39226 Ha

```
198
Properties=species:S:1:pos:R:3:mulliken_charge:R:1
C 0.888 0.711 2.390 0.648
C 1.003 0.676 0.862 2.801
C 1.301 -0.767 0.486 -0.544
C 0.158 -1.725 0.809 0.977
C -1.040 -1.293 0.010 -0.797
C -1.447 0.209 0.237 2.296
N -0.229 1.062 0.164 0.515
O -0.471 2.565 0.150 0.023
C -2.193 0.267 1.608 -1.023
C -2.370 0.461 -0.973 -0.606
C 2.211 1.469 0.340 -0.127
H 1.723 0.215 2.885 -0.564
H -0.073 0.370 2.777 -0.593
H 1.024 1.767 2.623 -0.928
H 2.117 -1.013 1.166 -0.379
H 1.610 -0.877 -0.554 -0.195
H -0.099 -1.790 1.867 -1.539
H 0.457 -2.736 0.530 0.741
H -1.869 -1.976 0.200 0.470
H -0.788 -1.442 -1.040 -0.798
H -1.963 -0.536 2.307 -0.567
H -3.227 -0.008 1.401 0.952
H -2.177 1.240 2.099 -0.445
H -2.030 0.214 -1.979 -0.581
H -2.695 1.491 -0.826 -0.566
H -3.287 -0.108 -0.822 0.495
H 3.099 0.991 0.753 0.219
H 2.071 2.503 0.656 -0.884
H 2.294 1.482 -0.746 -0.405
C 4.383 0.690 -2.651 -0.933
C 4.971 -0.198 -3.718 0.540
C 5.183 -1.617 -3.452 0.089
O 4.660 -2.330 -4.572 -0.266
C 3.912 -1.530 -5.210 0.598
O 3.102 -1.924 -6.074 -0.605
O 3.964 -0.270 -4.680 -0.282
H 5.092 0.891 -1.849 0.514
H 3.433 0.386 -2.211 -0.262
H 4.156 1.661 -3.092 0.340
H 5.884 0.179 -4.178 0.350
H 4.692 -2.073 -2.593 -0.387
H 6.247 -1.827 -3.341 0.354
C 0.596 -0.195 -3.727 0.331
C -0.514 -0.111 -4.764 0.239
C -0.183 -0.370 -6.269 -0.477
O -1.271 -1.141 -6.743 -0.429
C -1.956 -1.593 -5.658 0.064
O -2.968 -2.303 -5.635 -0.635
O -1.349 -1.210 -4.567 0.602
H 0.185 0.123 -2.768 -0.465
H 1.374 0.555 -3.866 0.610
H 1.083 -1.165 -3.617 -0.516
H -1.031 0.846 -4.696 0.156
H 0.729 -0.927 -6.483 0.149
H -0.148 0.549 -6.854 0.457
C -2.863 4.226 2.994 -1.531
C -3.589 4.154 1.618 2.253
C -5.116 4.143 1.726 -0.355
O -5.433 5.305 0.983 -0.358
C -4.386 5.885 0.435 0.524
O -4.427 6.916 -0.312 -0.643
O -3.261 5.319 0.938 -0.141
H -3.457 3.677 3.724 0.597
H -2.890 5.230 3.416 0.632
H -1.783 4.085 2.948 -0.387
H -3.294 3.277 1.042 -1.196
H -5.445 4.365 2.741 0.327
H -5.466 3.199 1.308 0.315
C -3.880 -2.538 -2.400 -0.420
C -5.147 -1.666 -2.689 0.342
C -4.890 -0.195 -3.069 0.689
O -5.610 -0.001 -4.286 -0.390
C -6.099 -1.176 -4.756 0.489
O -6.655 -1.401 -5.850 -0.592
O -5.888 -2.156 -3.787 -0.442
H -3.139 -2.107 -1.727 0.037
H -3.340 -2.703 -3.331 0.006
H -4.170 -3.505 -1.990 0.265
H -5.723 -1.666 -1.764 0.358
H -3.819 0.006 -3.094 -0.570
H -5.334 0.440 -2.302 0.344
C 0.384 6.491 2.515 -1.274
C 0.665 5.713 3.761 0.910
C 1.444 4.464 3.573 1.416
O 2.472 4.568 4.512 -0.316
C 2.584 5.788 5.027 0.445
O 3.403 6.182 5.828 -0.589
O 1.498 6.529 4.605 -0.440
H -0.153 5.817 1.848 0.194
H 1.332 6.834 2.101 0.389
H -0.315 7.286 2.777 0.375
H -0.248 5.462 4.301 0.055
H 1.790 4.361 2.545 -0.335
H 0.816 3.599 3.789 -0.894
C -2.303 0.413 6.132 -1.450
C -1.364 1.557 5.698 1.618
C -1.224 2.698 6.692 -0.347
O 0.153 2.957 6.778 -0.329
C 0.811 1.807 6.302 0.458
O 2.036 1.641 6.416 -0.582
O -0.091 0.943 5.766 -0.116
H -2.253 -0.433 5.446 -0.030
H -3.341 0.743 6.169 0.479
H -2.037 0.034 7.118 0.430
H -1.551 1.971 4.707 -0.685
H -1.582 2.377 7.670 0.250
H -1.788 3.573 6.368 0.345
C 0.022 -3.815 -3.276 -0.213
C 0.179 -3.960 -4.762 1.987
C 1.263 -4.899 -5.101 -0.096
O 0.675 -5.934 -5.879 -0.367
C -0.607 -5.746 -5.987 0.503
O -1.401 -6.530 -6.490 -0.637
O -0.928 -4.559 -5.361 -0.394
H 0.812 -3.294 -2.734 -0.417
H -0.094 -4.814 -2.858 0.808
H -0.904 -3.272 -3.087 -0.626
H 0.227 -2.966 -5.208 -0.890
H 1.764 -5.309 -4.224 0.041
H 2.075 -4.429 -5.656 0.172
C 1.437 4.038 -3.276 -2.175
C 1.006 4.885 -2.078 1.622
C 1.972 4.871 -0.938 1.087
O 2.160 6.256 -0.590 -0.408
C 1.594 7.049 -1.529 0.527
O 1.485 8.292 -1.472 -0.639
O 1.056 6.300 -2.467 -0.451
H 1.068 3.014 -3.230 0.247
H 2.516 4.060 -3.432 0.547
H 1.058 4.512 -4.182 0.551
H -0.024 4.717 -1.766 -0.557
H 2.868 4.314 -1.213 0.289
H 1.467 4.404 -0.093 -0.768
C -2.563 -6.233 -1.472 -1.606
C -1.676 -5.710 -0.322 2.012
C -1.784 -6.459 0.979 0.071
O -0.448 -6.762 1.295 -0.373
C 0.335 -6.667 0.210 0.588
O 1.505 -6.953 0.206 -0.586
O -0.375 -6.038 -0.781 -0.173
H -3.577 -5.834 -1.440 0.423
H -2.700 -7.314 -1.492 0.410
H -2.204 -5.874 -2.437 0.248
H -1.724 -4.631 -0.173 -0.972
H -2.224 -7.454 0.914 0.370
H -2.269 -5.809 1.707 -0.296
C 5.745 -4.626 1.215 -1.671
C 4.272 -4.728 0.783 0.664
C 3.639 -3.344 0.466 0.438
O 3.365 -3.463 -0.939 -0.009
C 3.560 -4.725 -1.400 0.395
O 3.361 -5.082 -2.593 -0.621
O 4.152 -5.453 -0.438 -0.364
H 5.977 -4.304 2.231 0.399
H 6.377 -4.069 0.524 0.340
H 6.035 -5.671 1.113 0.455
H 3.658 -5.191 1.557 0.393
H 4.320 -2.497 0.550 0.232
H 2.735 -3.061 1.005 -0.638
C 3.744 -1.738 3.625 -0.167
C 4.720 -0.549 3.580 0.866
C 4.342 0.639 4.509 -0.030
O 5.524 0.949 5.083 -0.365
C 6.395 -0.046 5.011 0.498
O 7.530 -0.127 5.511 -0.630
O 5.895 -1.000 4.203 -0.443
H 3.767 -2.123 4.644 0.602
H 4.107 -2.459 2.892 -0.523
H 2.755 -1.447 3.271 -0.194
H 4.891 -0.277 2.539 0.130
H 3.614 0.314 5.253 0.244
H 3.927 1.437 3.893 0.095
C -0.102 -3.821 3.908 -1.593
C -1.318 -3.111 4.399 2.069
C -2.621 -3.559 3.778 0.535
O -3.413 -3.648 4.916 -0.390
C -2.770 -3.519 6.057 0.489
O -3.282 -3.654 7.147 -0.606
O -1.507 -3.258 5.841 -0.496
H -0.043 -4.834 4.306 0.467
H 0.850 -3.400 4.229 0.176
H -0.076 -3.984 2.830 0.155
H -1.124 -2.045 4.274 -0.724
H -2.634 -4.427 3.118 -0.092
H -2.888 -2.749 3.099 0.169
C -2.507 6.227 -2.789 -1.504
C -2.233 4.872 -3.482 1.745
C -2.572 3.632 -2.633 0.577
O -3.271 2.816 -3.583 -0.061
C -3.420 3.533 -4.751 0.273
O -3.926 3.104 -5.770 -0.595
O -2.965 4.780 -4.613 -0.448
H -2.262 6.221 -1.726 0.184
H -3.586 6.308 -2.915 0.482
H -2.025 7.065 -3.293 0.342
H -1.185 4.759 -3.759 -0.347
H -3.196 3.678 -1.741 -0.475
H -1.625 3.195 -2.317 -0.150
```